{
  "formula": "CH4OS",
  "method": "wB97M-V/def2-TZVPD",
  "energy_ev": -13982.5307,
  "e_above_lowest_kj_mol": 121.4,
  "smiles": "COS",
  "mol_weight_g_mol": 64.11,
  "orbital_gap_ev": 9.9,
  "e_lumo_ha": 0.030,
  "elements": ["C", "O", "S", "H", "H", "H", "H"],
  "positions_angstrom": [[0.185027, -0.286949, -0.450237], [-0.595822, 1.085825, -0.575708], [-0.221985, 2.028372, 0.730380], [1.134753, 0.105538, -0.731099], [-0.120606, -0.855341, -1.232981], [-0.121595, -0.722540, 0.577629], [-1.197763, 1.598423, 1.679254]],
  "atomic_forces_ev_per_a": [[-1.782, 3.603, 2.654], [0.693, -2.040, 0.824], [-1.127, -0.303, 0.687], [1.312, -0.547, 0.965], [-1.399, -1.786, -2.175], [1.276, 0.718, -1.800], [1.027, 0.355, -1.156]]
}